*one*
{
  "formula": "CH2N5S",
  "method": "the ωB97M-V functional and the def2-TZVPD basis",
  "orbital_gap_ev": 6.56,
  "total_charge": -1,
  "lumo_energy_ev": 3.79,
  "e_homo_ev": -2.77,
  "symbols": ["S", "N", "N", "N", "N", "N", "C", "H", "H"],
  "positions_angstrom": [[3.1000, 0.9717, -0.1961], [-1.8441, 0.0507, 0.2032], [-0.4066, -0.2149, 0.0368], [1.4198, -1.1630, -0.1100], [0.1727, -1.3531, -0.1326], [0.4588, 0.7957, 0.0681], [1.6243, 0.1963, -0.0056], [-2.0603, 0.8863, 0.6636], [-2.4645, -0.1697, -0.5273]]
}

---

*two*
{
  "formula": "CH2N5S",
  "method": "the ωB97M-V functional and the def2-TZVPD basis",
  "orbital_gap_ev": [6.85, 7.04],
  "total_charge": -1,
  "lumo_energy_ev": [3.19, 3.23],
  "e_homo_ev": [-3.66, -3.81],
  "symbols": ["S", "N", "N", "N", "N", "N", "C", "H", "H"],
  "positions_angstrom": [[-0.8373, 1.8203, -2.1965], [1.2890, -0.8808, 0.9185], [0.3375, 0.7339, -2.1548], [-0.6108, -0.9650, 1.9480], [-0.7753, -0.3306, 0.7608], [0.6245, -1.2762, 2.0057], [0.4125, -0.2836, 0.1282], [-1.6660, 0.0248, 0.4609], [1.2260, 1.1573, -1.8708]]
}

---

It is *one* that is most stable; the runner-up trails by 40.6 kcal/mol.

---

*one*
{
  "formula": "CH6FN4",
  "method": "the ωB97M-V functional and the def2-TZVPD basis",
  "orbital_gap_ev": 4.54,
  "total_charge": 1,
  "lumo_energy_ev": -7.38,
  "e_homo_ev": -11.92,
  "symbols": ["F", "N", "N", "N", "N", "C", "H", "H", "H", "H", "H", "H"],
  "positions_angstrom": [[0.2462, -0.3529, -0.4590], [1.2692, 2.1108, 0.5741], [0.1552, 2.3674, 0.0931], [-1.1612, -2.7637, -0.1706], [-1.6924, -1.5757, -0.1534], [-1.1080, -0.4800, -0.3246], [-0.2089, -2.9424, -0.4733], [-1.6240, 0.4607, -0.3463], [-1.7637, -3.5234, 0.1123], [0.1787, 2.8545, -0.8095], [2.1781, 2.3224, 0.1409], [1.2850, 1.6427, 1.4834]]
}

---

*two*
{
  "formula": "CH6FN4",
  "method": "the ωB97M-V functional and the def2-TZVPD basis",
  "orbital_gap_ev": [8.24, 9.65],
  "total_charge": 1,
  "lumo_energy_ev": [-6.49, -4.91],
  "e_homo_ev": [-14.73, -14.56],
  "symbols": ["F", "N", "N", "N", "N", "C", "H", "H", "H", "H", "H", "H"],
  "positions_angstrom": [[-0.5567, 1.4054, -1.7783], [0.3237, 0.1442, -1.6793], [0.0970, -0.6509, -0.7451], [-0.3043, -1.4314, 1.3342], [-0.2293, 0.8633, 1.0123], [-0.1423, -0.3772, 0.5462], [-0.5806, -1.3296, 2.2991], [-0.2583, -2.3623, 0.9485], [-0.4441, 1.0430, 1.9811], [-0.1497, 1.6653, 0.4046], [1.9446, 1.2576, -1.6921], [0.3000, -0.2275, -2.6312]]
}

---

It is *one* that is most stable; the runner-up trails by 33.1 kcal/mol.

---

*one*
{
  "formula": "C9H17N4O",
  "method": "the ωB97M-V functional and the def2-TZVPD basis",
  "orbital_gap_ev": [8.08, 8.08],
  "total_charge": 1,
  "lumo_energy_ev": [-4.78, -4.78],
  "e_homo_ev": [-12.86, -12.86],
  "symbols": ["O", "N", "N", "N", "N", "C", "C", "C", "C", "C", "C", "C", "C", "C", "H", "H", "H", "H", "H", "H", "H", "H", "H", "H", "H", "H", "H", "H", "H", "H", "H"],
  "positions_angstrom": [[0.9516, 1.4447, -0.2707], [2.6896, 1.6828, 0.1554], [-1.6752, 1.4900, -0.8562], [-0.7388, 0.5609, -0.8526], [-2.8893, 0.9705, -0.8905], [3.3730, 2.6653, -0.6402], [-0.7418, -1.9599, -0.8692], [-2.7120, -0.3268, -0.7901], [-3.1558, -2.7344, -1.0122], [-3.7505, -1.3665, -0.6391], [2.9539, 1.7070, 1.6866], [-1.7869, -3.0132, -0.3249], [2.0774, 0.5998, -0.4275], [-1.3463, -0.6123, -0.7419], [2.9378, 3.5607, -0.5218], [2.2284, 0.3119, -1.4870], [3.9267, 2.1976, 1.8155], [-4.6409, -1.1886, -1.1479], [-1.5461, 2.4368, -1.2339], [2.7982, 0.7218, 2.0562], [-0.4967, -2.2200, -1.8890], [3.1782, 2.4787, -1.6705], [-3.7512, -3.4944, -0.7257], [0.2031, -1.9502, -0.3225], [-1.6225, -4.0110, -0.7163], [2.1778, 2.2972, 1.9478], [-4.0227, -1.4501, 0.4648], [-1.9266, -3.0795, 0.6620], [-3.0585, -2.8670, -2.0295], [1.9124, -0.2521, 0.3115], [4.4572, 2.6425, -0.3868]]
}

---

*two*
{
  "formula": "C9H17N4O",
  "method": "the ωB97M-V functional and the def2-TZVPD basis",
  "orbital_gap_ev": 9.36,
  "total_charge": 1,
  "lumo_energy_ev": -2.75,
  "e_homo_ev": -12.11,
  "symbols": ["O", "N", "N", "N", "N", "C", "C", "C", "C", "C", "C", "C", "C", "C", "H", "H", "H", "H", "H", "H", "H", "H", "H", "H", "H", "H", "H", "H", "H", "H", "H"],
  "positions_angstrom": [[-1.7130, 0.7185, -0.0510], [0.3624, 1.2130, -0.5634], [2.0520, 2.2541, 0.4432], [-3.0710, 0.2350, 0.0335], [0.8487, 2.3416, -0.0712], [3.4526, -1.1927, 0.6761], [-2.3361, 0.2582, -1.1852], [3.6616, 0.3249, 0.6842], [-4.0842, 1.2348, 0.3033], [1.3290, -1.1220, -0.6874], [1.3259, 0.3233, -0.3455], [2.3937, 0.9854, 0.2903], [-3.2440, -1.0312, 0.7271], [2.7686, -1.6420, -0.6166], [-3.5865, -0.8547, 1.7463], [0.3426, 3.2127, -0.1029], [-3.8916, 2.1379, -0.2734], [2.8364, -1.4817, 1.5312], [2.7627, -2.7312, -0.6758], [3.9834, 0.6768, 1.6645], [-1.9866, -0.6907, -1.5876], [-4.0703, 1.4913, 1.3639], [0.9060, -1.2788, -1.6829], [4.4180, -1.6893, 0.7716], [4.4381, 0.5974, -0.0350], [0.7095, -1.6665, 0.0352], [-5.0655, 0.8385, 0.0428], [-2.6105, 1.0027, -1.9308], [-3.9750, -1.6442, 0.1966], [3.3336, -1.2621, -1.4699], [-2.2903, -1.5590, 0.7690]]
}

---

It is *two* that is most stable; the runner-up trails by 50.1 kcal/mol.

---

*one*
{
  "formula": "C18H13Br2I2IrN4O",
  "method": "the ωB97M-V functional and the def2-TZVPD basis",
  "orbital_gap_ev": [4.32, 4.32],
  "total_charge": 2,
  "lumo_energy_ev": [-9.26, -9.26],
  "e_homo_ev": [-13.58, -13.58],
  "symbols": ["Ir", "I", "I", "Br", "Br", "O", "N", "N", "N", "N", "C", "C", "C", "C", "C", "C", "C", "C", "C", "C", "C", "C", "C", "C", "C", "C", "C", "C", "H", "H", "H", "H", "H", "H", "H", "H", "H", "H", "H", "H", "H"],
  "positions_angstrom": [[0.0664, 0.2197, -0.2809], [0.0736, 5.8682, -2.7352], [0.0530, -4.8553, 2.9430], [-1.7241, 6.5114, 0.1699], [3.8447, 3.0508, -0.2837], [1.3346, 1.1627, 1.0823], [-0.0090, -1.7416, -0.0471], [0.2950, 3.2227, 1.6259], [0.1964, 2.1541, -0.4943], [-1.8824, 1.2431, -0.6866], [1.0594, 2.4086, 0.6928], [-0.0048, -2.4026, -1.2189], [-3.1337, 1.1378, -0.2675], [-0.9147, 4.7447, 0.0995], [-3.7453, -0.2119, -0.2072], [-1.2411, 2.4895, -0.6079], [0.0410, -3.8252, 1.1020], [0.0253, -3.7820, -1.2869], [0.0247, -2.4329, 1.0914], [0.2671, 4.5694, 1.1241], [-0.1449, 3.0698, -1.5224], [2.0964, 3.3870, 0.1484], [0.0380, -4.5130, -0.1082], [1.3048, 4.6177, -0.0421], [-3.8387, 2.2690, 0.1933], [0.0986, 4.5005, -1.0691], [-3.1896, 3.4895, 0.4162], [-1.8678, 3.6076, 0.0825], [0.0320, -4.2772, -2.2452], [-3.3917, -0.8414, -1.0197], [-4.8799, 2.1639, 0.4530], [-0.0026, 2.7893, -2.5576], [0.3297, 5.3213, 1.9062], [-0.0262, -1.7970, -2.1245], [-4.8288, -0.1525, -0.2293], [0.0518, -1.8611, 2.0104], [-3.4584, -0.6852, 0.7326], [0.0381, -5.5927, -0.1322], [-3.7251, 4.3138, 0.8620], [1.8787, 5.5304, -0.1609], [0.5716, 3.1081, 2.5920]]
}

---

*two*
{
  "formula": "C18H13Br2I2IrN4O",
  "method": "the ωB97M-V functional and the def2-TZVPD basis",
  "orbital_gap_ev": [5.09, 5.09],
  "total_charge": 2,
  "lumo_energy_ev": [-9.02, -9.03],
  "e_homo_ev": [-14.11, -14.11],
  "symbols": ["Ir", "I", "I", "Br", "Br", "O", "N", "N", "N", "N", "C", "C", "C", "C", "C", "C", "C", "C", "C", "C", "C", "C", "C", "C", "C", "C", "C", "C", "H", "H", "H", "H", "H", "H", "H", "H", "H", "H", "H", "H", "H"],
  "positions_angstrom": [[0.3456, -0.5319, -0.1250], [-3.1036, 4.2182, -1.0492], [3.1353, -5.0911, 2.8332], [-1.7009, -4.3885, 1.2856], [2.9893, -2.5821, 5.4018], [-1.2116, -1.0934, 1.1171], [2.1651, -0.1947, 0.6637], [0.8498, -1.8732, 1.2383], [-0.2627, -1.3072, 3.2877], [-0.3193, 0.9833, -1.3793], [-1.2246, 1.8794, -0.9543], [0.3352, -3.6553, 3.2315], [2.0838, -1.2118, 1.6481], [2.8339, 0.9847, 1.0608], [3.3615, 1.0661, 2.3031], [1.9686, -2.7411, 1.3747], [2.8671, 2.0928, 0.0591], [-0.3104, 2.0168, -3.5198], [-1.7118, 2.8772, -1.7795], [-0.4659, -1.8153, 1.9677], [1.9018, -3.4098, 2.7443], [3.1410, 0.0588, 3.3453], [2.4344, -1.0277, 3.0475], [-1.2444, 2.9453, -3.0878], [-0.6193, -3.3220, 2.2000], [2.0074, -2.2389, 3.8090], [0.4579, -2.3155, 4.0434], [0.1317, 1.0485, -2.6437], [3.7113, 2.7531, 0.2392], [3.9447, 1.9434, 2.5468], [3.5409, 0.2112, 4.3395], [1.9530, 2.6866, 0.1387], [-1.5582, 1.7761, 0.0695], [0.1542, -2.3594, 5.0839], [2.9313, 1.6987, -0.9557], [-1.0904, -0.9047, 3.7083], [0.8562, 0.3024, -2.9428], [0.0722, 2.0383, -4.5301], [-1.6068, 3.7120, -3.7595], [0.2011, -4.5937, 3.7566], [2.3559, -3.2463, 0.4991]]
}

---

It is *two* that is most stable; the runner-up trails by 25.4 kcal/mol.